No. 1
A molecular structure, C33H36F5N6NaOSSe. Source: the Open Molecules 2025 dataset; level of theory: wB97M-V/def2-TZVPD.

```
! wB97M-V def2-TZVPD RIJCOSX def2/J DEFGRID3
* xyz 0 1
Na 0.8678 1.3876 0.4119
C 4.2178 0.1426 1.4141
C 3.4877 0.5477 2.6995
N 2.4287 1.4886 2.3872
C 1.4949 1.6991 3.4748
C 0.4960 0.5829 3.5917
C -0.4650 0.5945 4.5988
C -1.3743 -0.4475 4.6477
C -1.2607 -1.4827 3.7367
C -0.2357 -1.4305 2.7957
C -0.0453 -2.5676 1.8278
N 1.0715 -2.3585 0.9379
C 2.3712 -2.6550 1.5025
C 3.4652 -2.0757 0.5958
N 3.4451 -0.6357 0.4697
N 0.5938 -0.4055 2.7193
H 5.1239 -0.4140 1.6716
H 4.5202 1.0656 0.9021
H 4.2201 0.9700 3.4129
H 3.0355 -0.3277 3.1618
H 2.8698 2.3730 2.1581
H 0.9523 2.6242 3.2845
H 1.9994 1.8145 4.4512
H -0.5001 1.4024 5.3142
H -2.1573 -0.4541 5.3931
H -1.9567 -2.3085 3.7408
H -0.9582 -2.6391 1.2328
H 0.0403 -3.5046 2.4095
H 0.9454 -2.8763 0.0773
H 2.5436 -3.7389 1.6377
H 2.4177 -2.1885 2.4849
H 3.3162 -2.4887 -0.4115
H 4.4501 -2.3979 0.9467
H 2.4763 -0.3369 0.5003
C -3.8076 1.1058 2.0548
N -4.3383 0.3126 0.9834
C -3.6160 -0.2439 -0.0233
Se -1.8376 -0.2426 -0.2936
N -4.4867 -0.9075 -0.8338
C -5.7604 -0.8121 -0.3369
C -6.9635 -1.3558 -0.7463
C -8.0739 -1.0880 0.0382
C -7.9852 -0.3067 1.1843
C -6.7815 0.2359 1.6023
C -5.6644 -0.0274 0.8278
H -2.7349 1.2263 1.9077
H -3.9880 0.6124 3.0118
H -4.2746 2.0916 2.0665
H -4.1841 -1.3879 -1.6653
H -7.0228 -1.9798 -1.6246
H -9.0273 -1.5022 -0.2454
H -8.8782 -0.1248 1.7609
H -6.7109 0.8262 2.5014
O 0.9449 0.1661 -1.1928
S 1.4137 -0.9224 -2.0677
C 2.9554 -0.3162 -2.8178
C 3.4306 0.9389 -2.4928
C 4.6127 1.3860 -3.0580
C 5.3163 0.5697 -3.9288
C 4.8420 -0.6963 -4.2341
C 3.6573 -1.1451 -3.6774
C 0.4996 -0.7395 -3.6363
C -0.0406 0.4846 -3.9866
C -0.7332 0.6053 -5.1797
C -0.8860 -0.4950 -6.0080
C -0.3533 -1.7213 -5.6466
C 0.3423 -1.8466 -4.4561
H 2.8679 1.5498 -1.8027
H 4.9811 2.3706 -2.8100
H 6.2374 0.9188 -4.3716
H 5.3977 -1.3380 -4.9018
H 3.2870 -2.1307 -3.9199
H 0.0766 1.3271 -3.3200
H -1.1519 1.5601 -5.4628
H -1.4206 -0.3957 -6.9399
H -0.4847 -2.5773 -6.2939
H 0.7558 -2.8030 -4.1684
F -0.2481 2.8814 1.1966
C -0.0121 3.8267 0.1373
F 0.7624 3.0383 -0.7643
C 1.0156 4.7730 0.7115
F 0.5331 5.5012 1.7302
F 2.1745 4.1977 1.2153
F 1.4636 5.6378 -0.2053
*
```

Output
Largest force on an atom (eV Å⁻¹): 1.7
Lowest unoccupied orbital energy (eV): 0.22
Highest occupied orbital energy (eV): -6.73

Atom charges from the natural (NBO) analysis, given in e for atoms 1 to 5: Na 0.86; C -0.21; C -0.24; N -0.66; C -0.26



No. 2
A molecular structure, C33H36N9NiO3S4SeSi. Source: the Open Molecules 2025 dataset; level of theory: wB97M-V/def2-TZVPD.

```
! wB97M-V def2-TZVPD RIJCOSX def2/J DEFGRID3
* xyz -1 3
Ni -0.7523 0.6283 -0.2575
S -0.4116 2.3920 1.3293
C -1.8784 2.2511 2.2126
C -2.2008 3.3622 3.0529
N -2.4745 4.2652 3.7149
C -2.8537 1.3393 1.9799
S -2.7642 0.1562 0.7125
C -4.0261 1.3596 2.7387
N -5.0197 1.4543 3.2861
S -0.4090 0.6498 -7.8061
N -0.9605 -0.4684 -6.7809
C -0.8168 -0.0025 -5.5677
C -1.2196 -0.7037 -4.3640
C -1.9111 -1.9482 -4.3171
C -2.1160 -2.5289 -3.0618
C -1.7835 -1.8059 -1.9181
N -1.3844 -0.5622 -1.9587
C -1.0147 -0.0168 -3.1550
C -0.4256 1.2941 -3.1313
N -0.1255 1.8255 -1.9256
C 0.4624 3.0015 -1.8638
C 0.8796 3.7262 -2.9165
C 0.6166 3.2134 -4.1853
C -0.0512 1.9967 -4.2858
C -0.2129 1.3059 -5.5137
N 0.0778 1.7483 -6.7247
H -2.1655 -2.4754 -5.2408
H -2.5752 -3.5330 -2.9440
H -1.9046 -2.2336 -0.9183
H 0.6432 3.3124 -0.8530
H 1.2676 4.7207 -2.8022
H 0.9597 3.7653 -5.0884
C 4.1234 0.7903 1.3921
C 3.8018 -0.0168 2.6534
C 4.9733 -0.9302 3.0394
C 3.5103 0.9636 3.8075
O 2.6300 -0.7610 2.4290
Si 1.9271 -1.7036 1.2625
S 1.2520 -0.6192 -0.3504
O 3.1902 -2.6794 0.7797
C 3.4094 -3.7141 -0.1857
C 2.9027 -3.3484 -1.5638
C 2.7583 -5.0442 0.2890
C 4.9424 -3.8333 -0.1784
O 0.7014 -2.5952 1.9320
C 0.0572 -2.4299 3.1889
C 0.8103 -3.1448 4.3205
C -1.3586 -2.9553 3.0817
C -0.1909 -0.9285 3.5157
H 5.1035 1.3545 1.4685
H 3.3076 1.5264 1.2855
H 4.1540 0.0192 0.6130
H 5.8766 -0.3336 3.1899
H 5.1379 -1.7207 2.2359
H 4.6656 -1.4291 3.9698
H 4.3824 1.5790 3.8430
H 3.4596 0.4761 4.7621
H 2.6317 1.5760 3.6248
H 1.8301 -3.2794 -1.6097
H 3.3269 -4.1097 -2.3429
H 3.3361 -2.3634 -1.7986
H 1.6535 -5.1743 0.0019
H 2.9140 -5.1815 1.4011
H 3.2993 -5.8584 -0.2270
H 5.4312 -2.8445 -0.3047
H 5.3212 -4.4669 -1.0114
H 5.2585 -4.2629 0.7964
H 0.7381 -4.2134 4.2605
H 0.4679 -2.8595 5.3268
H 1.8654 -2.8971 4.2537
H -1.3366 -4.1031 3.0147
H -1.8986 -2.4991 2.2546
H -1.9530 -2.7438 3.9833
H 0.7119 -0.3729 3.7428
H -0.7629 -0.9112 4.4244
H -0.7098 -0.3539 2.7432
Se -5.5127 3.9860 1.8455
N -6.9162 4.4088 0.8601
C -6.4088 4.5736 -0.3078
C -7.1386 5.0277 -1.4910
C -6.5117 5.2596 -2.6568
C -5.1021 4.9858 -2.7169
N -4.3700 4.6433 -1.7148
C -4.9936 4.4061 -0.4778
N -4.2872 4.0808 0.5665
H -8.2249 5.0097 -1.3808
H -6.9504 5.5873 -3.6091
H -4.6860 4.9395 -3.6784
*
```

Output
Largest force on an atom (eV Å⁻¹): 3.8
Lowest unoccupied orbital energy (spin up / spin down) (eV): 0.89 / 0.89
Energy above the lowest of the compared OMol25 structures with the same formula, charge and spin (kcal per mole): 0.0
Highest occupied orbital energy (spin up / spin down) (eV): -4.37 / -4.58

Atom charges from the Löwdin analysis, given in e for atoms 1 to 5: Ni -0.01; S 0.65; C -0.77; C -0.32; N 0.15